# 1
Below is C33H37N10O2S2Ti as an isolated structure, with properties calculated with the ωB97M-V functional and the def2-TZVPD basis.

Frontier orbital gap   6.04 eV
HOMO level   -15.34 eV
Relative energy (zero: lowest compared OMol25 entry of this formula, charge and spin)   6.8 kcal per mole
LUMO level   -9.31 eV

```
! RIJCOSX wB97M-V def2-TZVPD def2/J DEFGRID3
* xyz 3 1
Ti -0.325 0.212 -0.185
C -0.407 -2.794 0.400
C 0.937 -3.209 -0.147
C 1.471 -2.413 -1.292
C 2.248 -3.048 -2.253
C 2.903 -2.304 -3.215
C 2.782 -0.923 -3.172
C 1.961 -0.364 -2.217
N 1.282 -1.086 -1.303
N -0.434 -1.514 1.202
C 0.665 -1.447 2.214
C 1.791 -0.529 1.804
C 3.019 -0.550 2.442
C 3.967 0.407 2.115
C 3.660 1.372 1.165
C 2.418 1.336 0.564
N 1.512 0.399 0.875
C -1.751 -1.523 1.901
C -2.823 -1.131 0.941
C -4.125 -1.590 1.044
C -5.080 -1.112 0.163
C -4.695 -0.198 -0.811
C -3.373 0.188 -0.876
N -2.444 -0.252 -0.003
H -0.766 -3.585 1.063
H -1.134 -2.676 -0.409
H 0.860 -4.256 -0.444
H 1.694 -3.201 0.643
H 2.351 -4.124 -2.218
H 3.510 -2.788 -3.967
H 3.298 -0.281 -3.871
H 1.832 0.708 -2.194
H 1.032 -2.448 2.446
H 0.242 -1.049 3.138
H 3.224 -1.303 3.192
H 4.932 0.405 2.603
H 4.365 2.143 0.892
H 2.124 2.071 -0.177
H -1.727 -0.781 2.698
H -1.938 -2.504 2.343
H -4.380 -2.311 1.809
H -6.105 -1.456 0.224
H -5.399 0.195 -1.530
H -3.034 0.865 -1.648
N -4.634 5.430 -4.628
C -3.702 4.671 -4.042
C -3.798 4.331 -2.670
C -2.837 3.550 -2.084
C -1.750 3.074 -2.831
C -1.633 3.425 -4.189
C -2.592 4.197 -4.779
S -0.498 2.167 -2.129
O 0.766 2.550 -2.669
O -0.596 2.214 -0.602
N -0.684 0.559 -2.099
C -0.946 -0.264 -3.196
N -1.272 -1.513 -2.872
C -1.515 -2.316 -3.914
C -1.450 -1.868 -5.222
C -1.115 -0.537 -5.417
N -0.851 0.281 -4.397
H -5.399 5.819 -4.105
H -4.546 5.718 -5.588
H -4.618 4.719 -2.082
H -2.893 3.344 -1.024
H -0.781 3.088 -4.761
H -2.494 4.469 -5.821
H -1.777 -3.342 -3.688
H -1.657 -2.524 -6.054
H -1.050 -0.112 -6.411
C -0.958 3.994 4.040
N -1.939 3.653 3.025
C -3.171 4.439 2.880
C -3.845 3.811 1.649
N -3.045 2.598 1.461
C -1.932 2.622 2.204
S -0.684 1.441 2.178
H -1.433 3.989 5.021
H -0.556 4.986 3.838
H -0.152 3.266 4.025
H -2.921 5.490 2.738
H -3.776 4.343 3.782
H -3.782 4.461 0.773
H -4.887 3.562 1.837
H -3.117 1.968 0.681
*
```

***

# 2
Below is C33H37N2O3PRhSi as an isolated structure, with properties calculated with the ωB97M-V functional and the def2-TZVPD basis.

Frontier orbital gap (alpha / beta)   6.64 / 6.58 eV
HOMO level (alpha / beta)   -4.07 / -5.11 eV
Expectation value of S²   6.09
Relative energy (zero: lowest compared OMol25 entry of this formula, charge and spin)   12.7 kcal per mole
LUMO level (alpha / beta)   2.56 / 1.47 eV

```
! RIJCOSX wB97M-V def2-TZVPD def2/J DEFGRID3
* xyz -1 5
Rh -1.749 0.324 0.130
N -3.654 -1.354 1.994
C -4.294 -0.294 2.756
C -4.178 1.100 2.134
O -4.891 1.971 2.656
N -3.334 1.312 1.116
C -3.347 2.712 0.678
C -2.822 2.941 -0.740
O -3.232 3.902 -1.382
O -1.907 2.125 -1.143
H -4.258 -1.619 1.229
H -3.481 -2.172 2.565
H -3.843 -0.231 3.746
H -5.365 -0.456 2.914
H -2.708 3.320 1.333
H -4.355 3.113 0.749
C 2.808 -1.128 -2.751
C 2.216 0.239 -2.988
C 2.886 1.087 -3.864
C 2.423 2.361 -4.151
C 1.235 2.803 -3.591
C 0.544 1.977 -2.722
C 1.045 0.721 -2.371
P 0.012 -0.278 -1.223
C 1.174 -0.984 -0.022
C 1.029 -2.305 0.318
C 1.453 -2.979 1.473
C 1.817 -2.425 2.715
C 1.779 -1.113 3.094
C 1.437 0.086 2.307
C 2.021 1.309 3.036
C -0.652 -1.454 -2.467
C -0.044 -1.849 -3.661
C -0.678 -2.738 -4.510
C -1.930 -3.241 -4.176
C -2.572 -2.782 -3.041
C -1.968 -1.837 -2.205
C -2.741 -1.193 -1.105
H 3.409 -1.425 -3.613
H 2.055 -1.890 -2.571
H 3.464 -1.109 -1.884
H 3.796 0.732 -4.335
H 2.986 2.999 -4.823
H 0.847 3.786 -3.826
H -0.387 2.309 -2.273
H 0.524 -2.918 -0.428
H 1.402 -4.063 1.438
H 2.095 -3.139 3.484
H 2.029 -0.921 4.134
H 1.732 1.285 4.087
H 1.677 2.252 2.618
H 3.114 1.293 2.977
H 0.914 -1.447 -3.953
H -0.200 -3.033 -5.436
H -2.420 -3.959 -4.824
H -3.578 -3.117 -2.816
H -3.224 -1.976 -0.526
H -3.510 -0.542 -1.536
C -0.955 1.753 3.424
Si -0.593 0.310 2.219
C -1.204 -1.212 3.220
C 2.005 0.030 0.824
C 3.441 -0.433 0.879
C 4.496 0.388 0.650
C 4.318 1.732 0.256
C 3.018 2.235 0.115
C 1.926 1.454 0.341
H -0.570 1.553 4.426
H -2.041 1.866 3.491
H -0.545 2.704 3.077
H -0.588 -1.374 4.104
H -1.188 -2.119 2.616
H -2.227 -1.033 3.549
H 3.609 -1.466 1.144
H 5.505 -0.001 0.743
H 5.175 2.368 0.077
H 2.879 3.261 -0.205
H 0.934 1.894 0.324
*
```

***

# 3
Below is C33H38As2N2O12SW as an isolated structure, with properties calculated with the ωB97M-V functional and the def2-TZVPD basis.

Frontier orbital gap   5.28 eV
HOMO level   -12.74 eV
Relative energy (zero: lowest compared OMol25 entry of this formula, charge and spin)   9.7 kcal per mole
LUMO level   -7.46 eV

```
! RIJCOSX wB97M-V def2-TZVPD def2/J DEFGRID3
* xyz 2 1
W -0.060 0.516 0.925
C 4.615 3.530 -0.200
O 3.522 2.753 0.308
C 3.819 1.699 1.099
C 5.091 1.217 1.376
C 5.284 0.100 2.197
C 4.206 -0.578 2.717
C 2.921 -0.125 2.409
C 1.774 -0.893 2.880
N 0.583 -0.720 2.483
N -0.437 -1.564 2.977
C -1.543 -1.393 2.351
O -1.665 -0.518 1.337
C -2.752 -2.177 2.664
C -3.841 -2.133 1.798
C -4.977 -2.880 2.080
C -5.024 -3.657 3.229
C -3.936 -3.697 4.095
C -2.797 -2.960 3.815
C 2.745 1.024 1.653
O 1.500 1.505 1.461
H 5.343 3.736 0.582
H 4.183 4.468 -0.534
H 5.083 3.012 -1.035
H 5.952 1.706 0.942
H 6.289 -0.237 2.408
H 4.343 -1.460 3.330
H 1.922 -1.695 3.602
H -3.798 -1.523 0.907
H -5.825 -2.855 1.408
H -5.912 -4.233 3.454
H -3.978 -4.304 4.990
H -1.946 -2.986 4.482
C 3.472 -2.080 -3.916
O 3.865 -0.770 -3.468
C 3.040 0.176 -3.073
O 3.485 1.152 -2.514
C 1.513 0.011 -3.026
C 0.641 -0.393 -3.929
As -1.282 -0.899 -3.668
C -0.975 -2.779 -4.036
C -1.048 -0.840 -1.720
C -0.776 0.500 -1.260
As 1.207 0.968 -1.386
C 0.997 2.720 -2.106
C -1.610 1.459 -0.635
O -0.930 2.217 0.193
O -2.886 1.590 -0.613
C -3.698 0.926 -1.625
C -0.381 -1.759 -0.885
O 0.385 -1.320 0.061
O -0.500 -3.030 -1.023
C 0.185 -3.896 -0.073
C 1.121 -0.445 -5.375
O 2.222 -0.146 -5.737
O 0.108 -0.771 -6.166
C 0.384 -0.733 -7.595
H 3.464 -2.094 -4.999
H 2.498 -2.356 -3.513
H 4.233 -2.750 -3.533
H -0.960 -2.890 -5.116
H -1.816 -3.333 -3.624
H -0.050 -3.150 -3.602
H 0.115 2.726 -2.739
H 1.900 2.904 -2.674
H 0.907 3.435 -1.295
H -4.693 1.329 -1.492
H -3.681 -0.147 -1.448
H -3.310 1.165 -2.610
H -0.189 -4.889 -0.287
H -0.059 -3.596 0.942
H 1.257 -3.842 -0.240
H -0.588 -0.759 -8.072
H 0.974 -1.604 -7.867
H 0.925 0.172 -7.845
O -0.763 1.486 2.674
S -2.240 2.103 2.726
C -2.625 2.020 4.475
C -2.038 3.281 5.101
C -2.380 4.401 4.119
C -1.981 3.899 2.727
H -2.235 1.068 4.837
H -3.717 1.999 4.527
H -0.957 3.173 5.205
H -2.455 3.451 6.091
H -1.857 5.329 4.343
H -3.451 4.612 4.150
H -0.914 4.006 2.529
H -2.541 4.316 1.893
*
```

***

# 4
Below is C33H38AsGdN3O7P3S as an isolated structure, with properties calculated with the ωB97M-V functional and the def2-TZVPD basis.

Frontier orbital gap (alpha / beta)   3.69 / 4.22 eV
HOMO level (alpha / beta)   -4.55 / -8.15 eV
Expectation value of S²   15.82
LUMO level (alpha / beta)   -0.86 / -3.93 eV

```
! RIJCOSX wB97M-V def2-TZVPD def2/J DEFGRID3
* xyz 0 8
Gd -2.706 -1.201 0.739
O -6.805 0.212 0.767
P -5.405 -0.419 0.261
O -4.881 -1.507 1.283
O -4.265 0.586 0.157
O -5.807 -1.021 -1.193
P -4.638 -1.438 -2.302
O -5.317 -2.713 -2.947
O -4.462 -0.387 -3.311
O -3.445 -1.783 -1.358
H -7.318 0.770 0.202
H -6.003 -3.171 -2.473
S -1.771 -5.603 2.138
C -1.846 -4.056 1.921
N -1.694 -2.884 1.675
C 1.228 0.653 -0.245
C 2.558 0.863 -0.906
As 4.028 1.329 0.501
C 5.193 2.078 -0.903
C 4.742 3.038 -1.883
C 5.659 3.703 -2.688
C 7.023 3.354 -2.649
C 7.415 2.358 -1.717
C 6.528 1.646 -0.912
C 4.996 -0.449 0.599
C 5.283 -0.972 1.873
C 5.670 -2.269 2.081
C 5.783 -3.163 1.032
C 5.454 -2.693 -0.234
C 5.012 -1.367 -0.462
P -0.360 0.165 -1.052
C 0.313 -0.800 -2.440
C 1.242 -0.295 -3.345
C 1.851 -1.190 -4.204
C 1.332 -2.480 -4.401
C 0.304 -2.967 -3.571
C -0.191 -2.132 -2.594
C -1.104 1.573 -1.929
C -1.992 1.233 -2.977
C -2.899 2.164 -3.428
C -2.830 3.469 -2.992
C -1.866 3.829 -2.058
C -1.016 2.893 -1.492
H 0.949 1.536 0.320
H 1.353 -0.123 0.544
H 2.515 1.699 -1.603
H 2.902 -0.057 -1.383
H 3.682 3.343 -1.888
H 5.301 4.447 -3.418
H 7.742 3.817 -3.294
H 8.502 2.213 -1.692
H 6.789 0.857 -0.227
H 5.313 -0.320 2.737
H 5.850 -2.640 3.100
H 6.073 -4.201 1.125
H 5.401 -3.358 -1.095
H 4.832 -0.960 -1.415
H 1.501 0.787 -3.343
H 2.678 -0.820 -4.792
H 1.649 -3.020 -5.303
H -0.095 -3.968 -3.670
H -1.048 -2.377 -2.004
H -1.932 0.246 -3.407
H -3.616 1.848 -4.189
H -3.533 4.242 -3.353
H -1.835 4.864 -1.701
H -0.358 3.269 -0.742
C -1.685 -0.045 3.733
C -1.828 0.248 5.249
N -3.282 0.359 5.695
C -3.998 1.285 4.810
C -4.037 0.840 3.365
N -3.061 -0.323 3.144
C -3.695 -1.427 3.929
C -3.863 -0.983 5.414
H -1.088 -0.934 3.548
H -1.229 0.798 3.156
H -1.313 1.188 5.487
H -1.407 -0.603 5.739
H -3.472 2.256 4.838
H -4.989 1.458 5.264
H -3.786 1.671 2.700
H -4.993 0.477 3.022
H -2.973 -2.277 3.828
H -4.639 -1.640 3.458
H -3.350 -1.748 6.029
H -4.916 -0.880 5.719
*
```

***

# 5
Below is C33H38AsN9O6S6Ta as an isolated structure, with properties calculated with the ωB97M-V functional and the def2-TZVPD basis.

Frontier orbital gap (alpha / beta)   6.24 / 6.76 eV
HOMO level (alpha / beta)   -6.31 / -6.89 eV
Expectation value of S²   0.76
Relative energy (zero: lowest compared OMol25 entry of this formula, charge and spin)   0.0 kcal per mole
LUMO level (alpha / beta)   -0.07 / -0.13 eV

```
! RIJCOSX wB97M-V def2-TZVPD def2/J DEFGRID3
* xyz 0 2
Ta 0.998 0.691 0.377
S 1.992 2.019 4.562
As 0.707 0.596 3.727
S -0.518 1.515 2.084
S 1.676 -0.789 2.273
S -0.394 -0.441 5.259
C -1.838 -1.609 -3.702
C -2.876 -1.757 -2.599
C -3.279 -0.449 -1.861
C -4.283 -0.790 -0.757
C -4.671 0.397 0.113
C -3.946 0.469 -2.859
O -5.075 0.293 -3.260
N -3.203 1.532 -3.299
C -1.911 1.897 -2.940
O -1.460 2.934 -3.347
N -1.263 1.027 -2.044
C -2.001 0.125 -1.270
O -1.570 -0.284 -0.222
H -1.718 -2.560 -4.220
H -0.860 -1.323 -3.309
H -2.126 -0.866 -4.449
H -2.501 -2.436 -1.831
H -3.803 -2.176 -2.995
H -3.838 -1.579 -0.152
H -5.160 -1.209 -1.250
H -3.789 0.842 0.584
H -5.340 0.090 0.918
H -5.194 1.157 -0.471
H -3.652 2.176 -3.933
C 2.060 4.974 -1.363
N 0.621 4.820 -1.153
C -0.270 5.725 -1.620
C -1.600 5.553 -1.457
C -1.996 4.357 -0.798
N -1.133 3.467 -0.346
C 0.176 3.680 -0.507
O 1.070 2.903 -0.097
N -3.303 4.062 -0.637
H 2.225 5.912 -1.888
H 2.433 4.137 -1.950
H 2.578 4.987 -0.407
H 0.152 6.581 -2.128
H -2.307 6.271 -1.840
H -4.010 4.747 -0.826
H -3.526 3.290 -0.029
S 4.163 3.630 2.317
C 2.740 2.840 1.830
N 2.857 1.675 1.246
C 4.207 1.243 1.356
C 4.743 -0.028 1.123
C 6.094 -0.234 1.304
C 6.944 0.790 1.731
C 6.427 2.029 2.030
C 5.059 2.228 1.859
H 1.790 3.320 1.973
H 4.107 -0.844 0.845
H 6.498 -1.223 1.129
H 8.000 0.595 1.866
H 7.055 2.820 2.419
N -2.125 -2.811 4.646
C -1.321 -3.952 4.127
C -0.568 -3.448 2.902
N -1.413 -2.773 1.947
C -2.382 -1.835 2.457
C -3.148 -2.361 3.664
H -1.452 -1.938 4.786
H -2.534 -3.025 5.549
H -2.016 -4.762 3.887
H -0.645 -4.270 4.920
H -0.079 -4.289 2.409
H 0.220 -2.766 3.232
H -1.714 -3.335 1.169
H -3.090 -1.586 1.672
H -1.883 -0.903 2.733
H -3.780 -3.217 3.411
H -3.747 -1.587 4.142
S 1.164 1.641 -2.857
C 0.115 1.162 -1.695
O 2.721 -0.082 -0.877
C 2.166 -1.172 -1.104
N 0.899 -1.331 -0.691
C 0.521 -2.645 -0.981
O -0.553 -3.173 -0.843
C 1.711 -3.317 -1.635
C 1.870 -4.605 -2.096
C 3.109 -4.921 -2.655
C 4.132 -3.980 -2.742
C 3.958 -2.678 -2.275
C 2.727 -2.386 -1.729
H 1.073 -5.332 -2.027
H 3.285 -5.921 -3.031
H 5.078 -4.265 -3.183
H 4.742 -1.935 -2.339
*
```

***

Looking at electronic energy for the records above, in order, we have -3622.91276, -2356.28572, -7228.93501, -6394.99027, -6906.74666 Eh.